ORCA calculation (wB97M-V/def2-TZVPD) on a structure of composition C18H28FN2O10Se4Y.

```
64
Properties=species:S:1:pos:R:3:forces:R:3
Y 0.191 1.622 2.036 -0.12 -0.28 -0.84
C 2.131 -1.285 2.021 -0.12 -0.03 -0.17
C 2.887 -0.521 3.060 -0.03 0.07 0.25
O 2.439 0.827 3.028 -0.23 -0.09 -0.60
C 3.321 1.805 3.553 -0.02 0.03 0.17
C 3.814 2.623 2.399 0.06 -0.02 -0.17
O 2.644 3.052 1.736 -0.17 -0.01 -0.11
C 2.818 3.526 0.409 0.00 0.12 0.14
C 2.474 2.441 -0.568 0.03 -0.22 -0.10
O 1.182 1.924 -0.268 -0.27 0.02 0.23
C 0.215 1.885 -1.351 0.07 0.04 -0.01
C -0.956 2.753 -1.007 -0.04 0.24 0.03
O -1.521 2.381 0.251 0.15 -0.37 0.13
C -2.772 1.693 0.238 0.01 0.19 -0.09
C -2.551 0.216 0.236 0.01 -0.16 -0.08
O -1.625 -0.040 1.295 0.47 0.16 0.13
C -1.496 -1.409 1.684 -0.21 0.01 0.12
C -0.096 -1.881 1.463 0.05 -0.06 0.07
O 0.753 -1.006 2.214 0.06 0.25 -0.11
H 2.326 -2.350 2.156 -0.01 -0.13 -0.04
H 2.425 -0.999 1.008 0.01 -0.01 -0.12
H 3.953 -0.577 2.841 0.12 0.02 0.04
H 2.687 -0.930 4.050 0.03 -0.03 0.14
H 4.140 1.343 4.098 0.05 -0.05 0.08
H 2.745 2.432 4.230 -0.08 0.06 0.17
H 4.434 2.014 1.733 0.06 -0.03 -0.05
H 4.390 3.479 2.749 0.13 0.12 0.00
H 3.840 3.870 0.245 0.07 0.07 0.02
H 2.139 4.367 0.288 -0.08 0.14 0.00
H 3.193 1.622 -0.515 0.04 -0.09 -0.02
H 2.495 2.851 -1.577 -0.01 -0.05 -0.09
H -0.071 0.853 -1.494 0.01 -0.19 -0.01
H 0.674 2.243 -2.271 0.08 0.00 -0.03
H -1.700 2.667 -1.800 -0.05 0.00 -0.01
H -0.656 3.794 -0.900 -0.01 0.13 0.02
H -3.371 1.993 -0.621 -0.01 0.05 -0.04
H -3.273 1.992 1.151 -0.12 0.11 0.19
H -2.144 -0.129 -0.713 0.06 -0.10 -0.14
H -3.496 -0.287 0.446 -0.07 -0.08 0.02
H -2.182 -2.036 1.112 -0.07 0.04 -0.03
H -1.752 -1.463 2.741 -0.09 0.00 0.11
H 0.181 -1.833 0.415 0.08 0.00 -0.19
H 0.007 -2.903 1.837 0.04 -0.08 0.10
Se -0.083 4.325 2.229 0.15 0.64 0.40
Se -2.041 3.755 3.395 0.12 -0.22 -0.31
Se -1.179 2.738 5.293 -0.08 0.03 0.25
Se -0.508 0.646 4.470 -0.18 -0.08 0.68
F -5.016 -3.348 -2.940 -0.16 0.01 0.01
C -3.803 -3.521 -3.479 -0.16 -0.08 -0.07
C -2.709 -3.180 -2.808 0.58 0.05 0.13
N -1.434 -3.357 -3.306 -0.04 0.06 0.06
C -0.284 -2.917 -2.518 -0.28 0.06 -0.09
C -0.322 -1.429 -2.128 -0.10 0.30 -0.05
O -1.256 -0.729 -2.582 0.45 -0.23 0.33
O 0.608 -1.079 -1.346 -0.35 -0.20 -0.36
C -1.233 -3.853 -4.580 0.21 0.06 0.03
O -0.137 -3.987 -5.092 -0.34 0.00 0.13
N -2.400 -4.205 -5.238 -0.11 0.06 0.17
C -3.726 -4.092 -4.809 0.12 -0.11 -0.26
O -4.651 -4.448 -5.504 0.07 0.05 0.08
H -2.785 -2.745 -1.824 0.06 0.03 0.01
H 0.606 -3.094 -3.110 0.08 -0.10 -0.05
H -0.216 -3.508 -1.604 0.04 -0.08 0.02
H -2.269 -4.592 -6.156 0.03 -0.06 -0.20
```
Positions in Å, forces in eV/Å.

Results
- orbital gap (eV) = 7.479
- E_LUMO (eV) = 0.00
- energy relative to the best compared isomer or geometry (same formula, charge and spin) (kcal/mol) = 6.1
- M (g/mol) = 856.2
- E (a.u.) = -11308.6800

ORCA calculation (wB97M-V/def2-TZVPD) on an isolated molecule of C4H6O2 at a distorted geometry.

```
12
Properties=species:S:1:pos:R:3:forces:R:3
C 1.076 0.679 -0.927 0.42 -0.13 -0.09
C 0.158 1.118 0.193 0.52 -0.80 0.68
C 0.003 -0.402 0.973 -0.11 0.93 -1.00
O 0.848 -1.192 1.337 -0.91 1.76 -0.39
C -1.466 -0.761 0.794 -0.72 0.50 -0.25
O -2.097 0.088 0.220 -1.15 -0.79 0.12
H 1.989 0.316 -0.464 0.32 -0.10 -0.41
H 0.585 -0.162 -1.438 0.25 0.15 -0.05
H 1.292 1.427 -1.694 0.01 0.12 0.27
H -0.693 1.675 -0.276 0.26 -1.31 1.00
H 0.548 1.818 0.933 0.66 -0.15 -0.12
H -1.953 -1.702 1.084 0.46 -0.18 0.23
```
Positions in Å, forces in eV/Å.

Results
- SMILES = CCC(=O)C=O
- orbital gap (eV) = 9.217
- E_LUMO (eV) = -0.56
- energy relative to the best compared isomer or geometry (same formula, charge and spin) (kcal/mol) = 52.4
- M (g/mol) = 86.1
- E (a.u.) = -306.4228

ORCA calculation (wB97M-V/def2-TZVPD) on a structure of composition C26H64O24Tl at a distorted geometry.

```
115
Properties=species:S:1:pos:R:3:forces:R:3
Tl 0.068 1.422 -5.901 0.57 -0.26 0.03
C 1.137 -0.395 -1.331 -1.13 0.67 0.71
C 0.517 0.144 -2.488 0.09 0.10 -1.43
C -0.970 0.594 -2.511 0.83 -0.83 1.85
O -1.487 0.877 -3.555 -0.36 0.32 -0.39
C -1.645 0.556 -1.187 0.77 0.33 -2.92
C -1.005 -0.029 -0.093 -2.08 -0.60 1.95
C 0.406 -0.531 -0.133 0.82 -0.24 0.99
O 0.950 -1.058 0.845 -0.96 0.10 -0.37
O -1.763 -0.249 0.878 1.26 -0.13 -0.18
O 1.105 0.230 -3.564 0.05 0.23 -0.10
H 2.162 -0.679 -1.184 0.37 0.48 -0.86
H -2.691 0.839 -1.199 -0.07 0.06 0.46
C 1.756 -4.290 2.920 0.06 0.22 1.00
O 2.133 -2.900 3.042 -0.08 -0.71 -0.73
H 1.101 -4.535 3.758 -0.05 -0.04 0.04
H 1.211 -4.557 2.017 0.28 0.22 -0.25
H 2.661 -4.878 3.054 -0.01 -0.14 -0.31
H 1.690 -2.413 2.339 0.06 0.14 0.04
C 4.927 -0.953 1.648 0.11 -0.75 -1.43
O 4.673 -1.448 2.928 0.15 0.62 0.67
H 5.094 0.122 1.557 0.13 0.03 0.92
H 5.800 -1.465 1.229 0.03 0.22 -0.14
H 4.108 -1.132 0.939 -0.15 -0.26 0.13
H 4.178 -2.275 2.902 -0.19 0.11 -0.24
C -3.650 3.691 3.469 0.95 0.28 0.00
C -3.657 2.490 2.514 -1.22 0.06 0.29
O -2.722 1.518 2.892 0.15 0.39 0.22
O -3.539 3.269 4.816 0.01 -0.53 -0.25
H -4.528 4.332 3.378 -0.26 -0.28 -0.54
H -2.792 4.305 3.172 0.20 0.10 0.26
H -3.527 2.811 1.472 0.34 0.35 -0.02
H -4.686 2.106 2.504 0.01 -0.48 0.19
H -2.635 0.833 2.223 -0.25 0.09 0.05
H -3.642 4.013 5.412 0.00 0.11 -0.14
C -1.150 -2.910 5.335 1.37 -0.22 1.15
C -1.119 -2.551 3.878 -0.83 -0.53 0.38
O -1.645 -1.256 3.659 -0.18 -0.61 -0.08
O -0.381 -1.968 6.087 -0.50 0.01 -0.04
H -0.708 -3.897 5.520 0.18 -0.13 -0.69
H -2.149 -3.093 5.742 -0.27 0.91 -0.18
H -1.789 -3.338 3.492 0.11 0.16 -0.79
H -0.123 -2.628 3.436 -0.08 -0.08 0.27
H -1.576 -1.120 2.709 0.06 0.34 -0.02
H 0.264 -2.441 6.615 -0.03 0.03 0.07
C 2.377 0.817 5.427 -0.87 -0.40 1.04
C 2.149 -0.184 4.327 -0.11 -0.44 -0.50
O 0.976 0.100 3.544 0.79 0.44 -0.18
O 1.237 0.884 6.297 0.22 -0.17 -0.09
H 2.551 1.847 5.106 0.41 -0.22 -0.57
H 3.208 0.430 6.026 0.35 0.22 -0.32
H 2.030 -1.227 4.641 -0.19 0.28 0.92
H 3.065 -0.306 3.736 -0.21 0.64 -0.24
H 1.231 -0.047 2.626 -0.22 0.04 0.10
H 1.564 1.286 7.107 -0.27 0.02 0.08
C -5.174 -3.232 -1.658 -0.50 0.72 -1.90
C -4.441 -2.698 -0.433 0.18 -1.34 0.64
O -4.355 -1.287 -0.405 -0.09 0.55 -0.61
O -4.615 -4.447 -2.128 0.28 -0.67 0.98
H -5.144 -2.526 -2.499 0.54 0.51 0.38
H -6.260 -3.330 -1.582 0.06 -0.32 0.86
H -3.458 -3.181 -0.399 0.17 0.27 -0.44
H -4.889 -3.065 0.496 -0.41 0.19 -0.10
H -3.571 -1.009 0.070 0.07 -0.15 0.41
H -4.452 -4.466 -3.070 -0.17 0.37 -0.09
C 5.048 2.677 -2.900 -0.74 1.89 0.23
C 3.962 1.931 -2.155 -0.35 0.33 -0.10
O 3.788 0.640 -2.678 0.39 -0.71 0.55
O 4.606 3.114 -4.197 0.27 -0.87 -0.59
H 5.984 2.137 -3.007 -0.20 -0.31 -0.14
H 5.260 3.611 -2.371 0.24 -0.25 0.40
H 2.992 2.444 -2.207 0.21 0.46 -0.24
H 4.188 1.959 -1.082 0.28 -0.62 -0.04
H 2.971 0.569 -3.182 -0.09 0.23 -0.02
H 4.105 3.931 -4.180 0.12 0.19 0.44
C 3.087 -0.514 -6.881 0.37 -1.13 -0.86
C 3.660 0.187 -5.686 -0.97 1.33 -0.43
O 3.056 1.517 -5.645 -0.53 -0.92 -0.21
O 1.742 -0.930 -6.618 -0.56 0.60 0.34
H 3.662 -1.408 -7.142 0.22 -0.01 0.43
H 3.121 0.056 -7.813 -0.07 0.53 0.31
H 4.736 0.320 -5.767 0.09 -0.32 0.10
H 3.346 -0.349 -4.793 0.46 -0.30 -0.09
H 3.581 2.075 -5.044 0.28 0.09 0.00
H 1.575 -1.809 -6.962 0.10 0.00 -0.10
C 2.602 -4.050 -0.975 0.63 0.34 -0.46
C 1.150 -3.907 -1.404 -0.48 -0.24 0.37
O 0.162 -4.054 -0.391 0.00 -0.26 0.19
O 3.354 -2.830 -1.147 -0.52 -0.21 0.29
H 3.088 -4.764 -1.640 0.02 -0.05 0.04
H 2.688 -4.457 0.034 -0.11 0.25 0.16
H 0.956 -4.716 -2.108 -0.32 0.29 -0.18
H 0.975 -2.923 -1.857 0.29 -0.12 -0.55
H 0.048 -3.237 0.103 0.22 0.03 0.09
H 2.712 -2.109 -1.119 0.51 -0.58 0.14
C -5.695 3.057 -2.526 -0.31 1.07 0.80
C -4.967 1.976 -1.718 -0.52 -0.62 -0.94
O -5.879 1.097 -1.069 -0.17 0.53 -0.43
O -4.853 3.643 -3.526 0.43 -0.68 0.28
H -5.976 3.857 -1.837 -0.36 -0.06 0.05
H -6.592 2.670 -3.009 -0.04 -0.39 0.25
H -4.312 2.369 -0.939 0.39 0.47 -0.35
H -4.443 1.465 -2.536 0.60 -0.34 0.38
H -5.409 0.299 -0.792 -0.04 -0.09 -0.05
H -5.227 4.493 -3.766 -0.03 0.01 0.03
C -0.097 4.123 -0.729 -1.10 0.60 0.14
C -0.498 4.486 0.741 1.75 -0.10 -1.81
O -0.135 3.475 1.647 -0.87 -0.38 0.23
O -1.269 3.825 -1.514 0.61 -0.68 0.07
H 0.612 3.289 -0.733 0.10 0.00 -0.03
H 0.320 4.984 -1.252 0.29 -0.02 0.20
H -1.572 4.635 0.681 -0.06 -0.02 0.66
H 0.046 5.417 0.921 -0.36 0.18 0.57
H 0.810 3.304 1.643 0.07 0.30 -0.01
H -1.460 2.898 -1.337 -0.43 0.14 -0.04
```
Positions in Å, forces in eV/Å.

Results
- total charge = +1
- orbital gap (eV) = 2.696
- E_LUMO (eV) = -8.51
- M (g/mol) = 965.2
- E (a.u.) = -3006.6194

ORCA calculation (wB97M-V/def2-TZVPD) on a cluster of 3 separate species, C3H8O2 in total at a distorted geometry.

```
13
Properties=species:S:1:pos:R:3:forces:R:3
C 1.635 -0.899 -0.172 1.66 -2.21 2.90
C 0.455 -0.354 0.363 -1.28 3.95 0.31
O -0.639 -0.528 -0.465 -1.93 -0.93 -0.76
C 0.393 0.559 1.395 -1.64 -0.38 -0.84
H 2.664 -0.529 0.094 -1.38 -0.56 -0.12
H 1.518 -1.666 -0.900 0.23 -0.19 -0.74
H -0.704 -1.094 -1.313 1.23 0.87 2.45
H 0.794 -1.930 1.466 1.85 -0.05 -2.37
H 1.226 1.095 1.779 1.07 -0.42 0.15
H -0.499 0.758 2.009 0.06 -0.06 -1.09
H -2.631 2.212 -1.275 -0.62 1.53 1.09
H -1.833 0.835 -1.114 -2.21 3.03 -3.33
O -2.378 1.540 -1.867 2.96 -4.59 2.36
```
Positions in Å, forces in eV/Å.

Results
- orbital gap (eV) = 5.766
- E_LUMO (eV) = -1.69
- energy relative to the best compared isomer or geometry (same formula, charge and spin) (kcal/mol) = 173.3
- M (g/mol) = 76.1
- E (a.u.) = -269.3187

ORCA calculation (wB97M-V/def2-TZVPD) on an isolated molecule of C2H3NS3 at a distorted geometry.

```
9
Properties=species:S:1:pos:R:3:forces:R:3
S 0.914 1.839 -1.418 -0.03 -0.12 0.13
C 0.752 1.427 0.138 -0.04 0.35 0.49
N 0.724 0.179 0.684 -0.10 -0.44 0.09
S 0.721 -1.251 -0.222 -0.28 0.32 0.12
C -0.976 -1.495 -0.554 0.13 0.97 0.60
S -2.231 -0.586 -0.096 0.35 -0.28 -0.14
H 0.667 2.183 0.941 0.04 -0.28 -0.43
H 0.504 0.084 1.675 0.09 0.11 -0.46
H -1.075 -2.379 -1.147 -0.16 -0.63 -0.41
```
Positions in Å, forces in eV/Å.

Results
- SMILES = S=CNSC=S
- orbital gap (eV) = 8.339
- E_LUMO (eV) = -0.44
- energy relative to the best compared isomer or geometry (same formula, charge and spin) (kcal/mol) = 18.5
- M (g/mol) = 137.3
- E (a.u.) = -1327.2871